C3H5O3Pr | ωB97M-V/def2-TZVPD

As for the multiplicity: 4. The HOMO-LUMO gap (alpha / beta) is 6.741 / 8.690 eV. The value obtained for the HOMO energy (alpha / beta) is -11.49 / -13.52 eV. The value obtained for the molar mass is 229.98 g/mol. The total charge is +1.

The geometry in XYZ format:
```
12
Properties=species:S:1:pos:R:3:forces:R:3:mulliken_spin:R:1
Pr 3.006 0.735 0.586 -1.814 -0.700 -0.809 3.005
O 1.976 -1.417 0.014 0.352 0.496 0.061 0.002
O -0.207 -1.215 0.464 0.642 0.091 -0.091 0.000
C -1.215 -0.253 0.138 -0.315 -0.019 -0.389 0.000
C -0.512 1.110 0.182 -0.431 0.183 0.150 -0.001
O 0.773 0.921 -0.326 1.407 0.235 0.411 -0.002
C 0.823 -1.151 -0.389 -0.430 -0.355 0.285 -0.001
H -1.585 -0.457 -0.879 -0.017 0.046 0.297 0.000
H -2.022 -0.355 0.870 0.224 -0.049 -0.257 0.000
H -0.503 1.476 1.224 0.034 -0.034 -0.223 0.000
H -1.094 1.826 -0.425 0.238 -0.162 0.201 -0.001
H 0.560 -1.220 -1.459 0.110 0.267 0.362 -0.002
```
Forces are in eV/Å.

C3H5O3Rb | ωB97M-V/def2-TZVPD

As for the multiplicity: 2. The HOMO-LUMO gap (alpha / beta) is 8.141 / 7.912 eV. The value obtained for the HOMO energy (alpha / beta) is -11.98 / -12.52 eV. The value obtained for the molar mass is 174.54 g/mol. The total charge is +1.

The geometry in XYZ format:
```
12
Properties=species:S:1:pos:R:3:forces:R:3:nbo_charge:R:1
H -0.751 -1.736 -2.142 0.285 0.001 -0.011 0.212
C 0.294 -1.467 -1.948 1.007 0.331 1.046 -0.154
C 1.083 -2.264 -0.917 0.236 0.883 -1.474 -0.132
O 0.288 -2.259 0.259 -0.206 1.060 0.190 -0.457
C -0.396 -1.118 0.391 1.470 -0.973 -0.523 0.698
O -0.301 -0.587 1.606 -1.252 1.304 -0.986 -0.717
H 0.907 -1.261 -2.832 -0.395 -0.353 -0.013 0.221
H 1.646 -0.842 -0.807 -0.372 -2.862 0.136 0.308
H 1.363 -3.285 -1.175 0.364 0.163 0.418 0.222
H 0.549 -0.447 2.032 0.833 -0.764 -0.028 0.511
Rb -0.869 2.257 -0.168 0.010 -0.241 -0.097 0.993
O 0.370 -0.278 -1.121 -1.981 1.448 1.342 -0.705
```
Forces are in eV/Å.

C3H5O3S | ωB97M-V/def2-TZVPD

As for the multiplicity: 1. The HOMO-LUMO gap is 7.796 eV. The value obtained for the HOMO energy is -3.96 eV. The value obtained for the molar mass is 121.14 g/mol. The total charge is -1.

The geometry in XYZ format:
```
12
Properties=species:S:1:pos:R:3:forces:R:3:nbo_charge:R:1
C -1.266 1.164 -1.783 2.618 -1.581 -1.685 -0.559
C -0.135 0.558 -1.402 1.848 -0.578 2.213 -0.245
C 0.545 0.144 0.652 0.930 2.375 -1.273 0.017
O 0.939 -2.189 1.403 0.115 1.406 -0.291 -0.956
O -0.647 -0.753 2.739 -0.509 -0.140 -0.065 -1.003
O 1.859 0.013 0.727 -2.360 -0.612 -0.169 -0.788
S -0.420 -1.274 1.368 1.903 -0.527 0.361 1.371
H -1.392 1.341 -2.848 -0.180 0.449 -0.114 0.164
H -2.117 0.964 -1.245 -2.034 0.429 1.589 0.183
H 0.790 0.358 -2.038 -1.257 0.670 0.615 0.158
H 0.122 1.068 1.187 0.258 -1.103 -0.984 0.159
H 1.723 -1.393 1.239 -1.333 -0.788 -0.196 0.497
```
Forces are in eV/Å.

C3H5O3S | ωB97M-V/def2-TZVPD

As for the multiplicity: 1. The HOMO-LUMO gap is 7.296 eV. The value obtained for the HOMO energy is -3.32 eV. The value obtained for the molar mass is 121.14 g/mol. The total charge is -1.

The geometry in XYZ format:
```
12
Properties=species:S:1:pos:R:3:forces:R:3:nbo_charge:R:1
C -1.420 0.416 -0.669 -2.635 2.648 0.312 -0.366
C -0.621 -0.592 -0.744 -1.345 -2.384 -1.479 -0.320
C 0.759 -0.694 -0.572 5.291 -1.548 0.730 0.324
O 0.702 0.355 1.904 -0.539 1.773 0.964 -1.053
O 0.670 -2.057 1.722 0.911 0.883 -0.731 -1.051
O 1.646 -1.047 -1.378 -2.378 1.076 0.884 -0.585
S 1.384 -0.779 1.299 -0.811 -2.385 -0.464 1.443
H -2.533 0.289 -0.937 1.877 0.332 0.732 0.186
H -1.033 1.391 -0.313 -0.635 -0.607 -0.579 0.214
H -1.069 -1.560 -0.962 0.092 -0.106 -0.214 0.222
H 0.736 2.269 -0.007 0.052 0.753 -1.220 -0.084
H 0.781 2.009 0.658 0.122 -0.434 1.066 0.069
```
Forces are in eV/Å.

C3H5O3S2 | ωB97M-V/def2-TZVPD

As for the multiplicity: 3. The HOMO-LUMO gap (alpha / beta) is 3.612 / 5.951 eV. The value obtained for the HOMO energy (alpha / beta) is -0.25 / -4.93 eV. The value obtained for the molar mass is 153.20 g/mol. The total charge is -1.

The geometry in XYZ format:
```
13
Properties=species:S:1:pos:R:3:forces:R:3:nbo_charge:R:1
C -0.808 -0.709 0.286 -1.794 3.114 1.052 0.431
C -1.541 0.214 -0.695 -0.758 -4.782 -1.786 -0.713
C 0.222 -0.034 1.060 0.498 -4.183 0.395 -0.723
O 1.207 1.508 -0.796 0.542 1.085 -0.181 -0.975
O -1.106 -1.872 0.439 -0.238 -2.556 0.043 -0.653
O 1.578 -0.867 -1.167 0.540 0.407 0.777 -0.945
S 3.230 0.301 0.855 4.019 0.369 1.418 -0.285
S 1.548 0.238 -0.198 -2.727 -1.545 -2.073 1.795
H -0.745 0.653 -1.168 1.219 2.071 -1.542 0.226
H -2.013 -0.500 -1.499 0.833 1.081 1.339 0.194
H -2.342 0.826 -0.434 -0.976 1.332 1.158 0.202
H 0.143 0.919 1.400 -0.831 2.984 0.776 0.219
H 0.626 -0.677 1.915 -0.327 0.624 -1.376 0.227
```
Forces are in eV/Å.

C3H5O4PS | ωB97M-V/def2-TZVPD

As for the multiplicity: 1. The HOMO-LUMO gap (alpha / beta) is 5.660 / 5.660 eV. The value obtained for the HOMO energy (alpha / beta) is 0.29 / 0.29 eV. The value obtained for the molar mass is 168.11 g/mol. The total charge is -2.

The geometry in XYZ format:
```
14
Properties=species:S:1:pos:R:3:forces:R:3:nbo_charge:R:1
C 1.071 0.995 2.063 -0.050 0.805 -0.008 0.615
C 0.309 -1.018 -2.004 -1.260 1.371 0.200 -0.642
C -0.057 -0.712 -0.508 2.185 1.094 -0.756 -0.101
O 1.548 -0.103 1.882 0.332 -1.810 -0.041 -0.733
O -0.900 2.713 0.950 -0.670 0.682 0.005 -1.124
O 1.536 2.026 2.511 -0.301 0.752 0.458 -0.705
O -0.249 0.663 -0.330 -0.486 1.219 0.091 -0.835
P -0.729 1.263 1.140 -0.464 -1.245 -0.521 1.639
S -3.400 -0.530 1.371 1.612 0.966 -0.074 -1.126
H 1.098 -1.738 -1.890 0.142 -0.860 -0.913 0.197
H -0.640 -1.280 -2.618 1.694 -0.229 1.139 0.195
H 0.698 -0.122 -2.547 0.001 -0.532 0.760 0.202
H 0.654 -0.980 0.301 0.135 -0.571 -1.138 0.218
H -0.938 -1.176 -0.321 -2.870 -1.643 0.798 0.198
```
Forces are in eV/Å.

C3H5O4Sn | ωB97M-V/def2-TZVPD

As for the multiplicity: 2. The HOMO-LUMO gap (alpha / beta) is 4.427 / 6.883 eV. The value obtained for the HOMO energy (alpha / beta) is -5.88 / -7.97 eV. The value obtained for the molar mass is 223.78 g/mol. The total charge is 0.

The geometry in XYZ format:
```
13
Properties=species:S:1:pos:R:3:forces:R:3:nbo_charge:R:1
O -0.590 0.639 0.427 0.432 0.927 4.517 -0.657
C -0.321 1.864 -0.184 -2.173 -1.420 -2.718 0.958
C -1.078 -0.498 -0.223 -0.261 0.493 0.752 -0.107
O -1.172 2.693 -0.364 1.070 -0.196 0.660 -0.561
O 0.858 1.678 -0.669 1.591 2.225 -0.797 -0.841
C -0.395 -0.825 -1.378 -0.276 -1.447 -1.157 -0.515
H -2.144 -0.448 0.019 0.025 -0.525 -0.974 0.190
H 0.342 -1.453 1.172 1.098 1.350 0.492 0.427
H -0.915 -0.822 -2.336 -0.108 -0.709 0.142 0.195
H 0.530 -1.400 -1.338 0.272 0.867 -0.221 0.183
O 1.359 -0.949 1.566 -2.857 -3.874 -0.725 -1.109
H 1.673 -1.313 2.398 0.046 -0.298 0.319 0.528
Sn 1.852 0.835 0.910 1.141 2.606 -0.290 1.309
```
Forces are in eV/Å.

C3H5O4Zn | ωB97M-V/def2-TZVPD

As for the multiplicity: 2. The HOMO-LUMO gap (alpha / beta) is 8.612 / 9.285 eV. The value obtained for the HOMO energy (alpha / beta) is -8.22 / -10.63 eV. The value obtained for the molar mass is 170.46 g/mol. The total charge is 0.

The geometry in XYZ format:
```
13
Properties=species:S:1:pos:R:3:forces:R:3:nbo_charge:R:1
C -2.056 0.111 0.231 -0.253 -0.094 -0.016 -0.257
O -0.704 0.479 0.074 0.202 0.224 -0.003 -0.574
C 0.066 -0.437 -0.680 -0.187 -0.203 0.200 0.229
O 1.346 0.084 -0.713 0.562 -0.687 -0.152 -0.827
Zn 1.538 2.047 -0.551 0.185 0.142 0.338 0.906
H -2.532 0.881 0.848 0.121 -0.230 -0.145 0.203
H -2.567 0.066 -0.744 0.065 -0.042 0.221 0.170
H -2.136 -0.867 0.735 -0.046 0.231 -0.118 0.177
H -0.326 -0.500 -1.711 0.078 -0.077 0.262 0.150
H 0.053 -1.422 -0.181 0.124 0.180 -0.227 0.171
O 2.749 0.962 0.880 0.612 0.240 -0.902 -0.776
C 2.350 -0.176 0.634 -1.900 -0.036 1.921 1.008
O 2.221 -1.227 1.180 0.436 0.351 -1.377 -0.579
```
Forces are in eV/Å.